Below is one molecule with the formula C15H16BBr2IN2O3S, with properties calculated with ωB97M-V with the def2-TZVPD basis set.

```
41
Properties=species:S:1:pos:R:3:mulliken_charge:R:1
C 4.35 -2.07 -2.90 -0.96
C 2.98 -1.21 -2.56 -0.15
C 2.79 -1.04 -0.91 -0.69
Br 4.39 -0.11 -0.06 -0.10
C 1.36 -0.31 -0.57 0.34
C 1.14 1.31 -0.93 0.58
C 2.28 2.26 -1.64 -1.33
C -0.28 2.09 -0.54 0.15
S -0.47 3.94 -0.96 -0.22
C -1.57 1.31 0.18 0.13
N -2.77 2.17 0.47 -0.36
C -3.80 1.29 1.12 0.61
C -5.22 2.05 1.58 -0.46
C -4.84 3.62 1.99 0.20
O -3.80 3.96 2.77 -0.48
I -6.18 5.16 1.15 0.03
C -3.71 -0.31 1.42 -0.30
Br -5.24 -1.33 2.28 -0.13
N -2.48 -1.10 1.09 -0.33
C -1.38 -0.27 0.49 0.20
C 0.05 -1.07 0.14 -0.13
B 0.10 -2.71 0.51 0.50
O 0.73 -3.66 -0.46 -0.54
O -0.44 -3.29 1.76 -0.35
C 0.35 -2.93 2.94 -0.58
H 4.18 -2.75 -3.86 0.29
H 4.67 -2.72 -1.95 0.26
H 5.26 -1.34 -3.16 0.26
H 2.01 -1.76 -2.99 0.32
H 3.05 -0.19 -3.13 0.24
H 2.86 -2.16 -0.50 0.21
H 2.60 3.13 -0.92 0.33
H 3.21 1.70 -2.05 0.21
H 1.77 2.79 -2.58 0.37
H 0.59 4.68 -0.41 0.17
H -5.65 1.56 2.56 0.37
H -5.96 2.04 0.67 0.36
H 1.51 -4.04 0.07 0.29
H 0.90 -3.93 3.30 0.21
H 1.10 -2.05 2.78 0.28
H -0.43 -2.70 3.81 0.21
```

Calculated values
- SMILES = CC[C@@H](Br)c1c(C)c(S)c2nc(CC(=O)I)c(Br)nc2c1B(O)OC
- lowest unoccupied orbital energy (hartree) = -0.06621
- highest occupied orbital energy (eV) = -8.5
- multiplicity = 1

Below is C15H16Cl2F5IrN4O3SSe as an isolated structure, with properties calculated with ωB97M-V with the def2-TZVPD basis set.

```
48
Properties=species:S:1:pos:R:3:mulliken_spin:R:1
Ir 0.14 0.24 0.30 0.35
C -3.37 2.95 -2.70 0.00
C -3.01 3.31 -1.31 0.00
N -3.49 4.32 -0.63 0.00
N -2.85 4.23 0.58 0.00
C -1.99 3.19 0.66 -0.01
S -0.97 2.56 1.79 0.02
N -2.11 2.60 -0.57 0.00
N -1.37 1.51 -0.94 -0.01
H -4.10 3.66 -3.08 0.00
H -3.79 1.95 -2.74 0.00
H -2.48 2.97 -3.34 0.00
H -3.03 4.90 1.30 0.00
H -1.93 0.76 -1.38 0.00
H -0.52 1.44 -2.31 0.00
Cl 4.41 -2.74 0.99 0.00
C 2.81 -3.48 1.17 0.00
Cl 2.41 -3.67 2.91 0.00
C 1.71 -2.67 0.45 0.00
O 1.10 -3.26 -0.44 0.00
O 1.58 -1.49 0.90 0.00
H 2.86 -4.48 0.75 0.00
C -1.52 -0.72 4.06 0.00
C -1.06 -0.47 2.62 0.01
C -1.03 -1.79 1.84 0.03
C 0.30 0.21 2.55 -0.02
H -2.51 -1.18 4.07 0.00
H -1.58 0.22 4.61 0.00
H -0.83 -1.39 4.58 0.00
H -1.79 0.19 2.14 0.00
H -0.35 -2.50 2.32 0.00
H -0.69 -1.73 0.78 -0.01
H -2.03 -2.23 1.83 0.00
H 1.18 -0.38 2.78 0.00
H 0.41 1.22 2.91 -0.01
O 1.73 0.96 0.83 0.64
F -0.92 -0.07 -8.74 0.00
C -0.73 -0.04 -7.42 0.00
C -0.72 1.16 -6.74 0.00
F -0.91 2.30 -7.41 0.00
C -0.51 1.17 -5.37 0.00
F -0.52 2.37 -4.76 0.00
C -0.31 0.02 -4.64 -0.01
Se -0.02 0.02 -2.75 0.00
C -0.32 -1.18 -5.35 0.00
F -0.14 -2.34 -4.71 0.00
C -0.53 -1.22 -6.72 0.00
F -0.53 -2.38 -7.37 0.00
```

Calculated values
- lowest unoccupied orbital energy (spin up / spin down) (hartree) = 0.07997 / 0.08036
- highest occupied orbital energy (spin up / spin down) (eV) = -4.7 / -4.5
- total charge = -1
- energy relative to the best compared isomer or geometry (same formula, charge and spin) (eV) = 5.843
- multiplicity = 2

Below is C15H16Cl3N4O4Pt as an isolated structure, with properties calculated with ωB97M-V with the def2-TZVPD basis set.

```
43
Properties=species:S:1:pos:R:3:mulliken_charge:R:1
Pt 0.31 1.16 0.77 0.84
Cl 5.45 -0.79 5.12 0.08
C 4.06 -0.71 4.25 0.70
C 3.98 0.34 3.22 -0.65
C 2.86 0.43 2.50 0.40
Cl 2.65 1.58 1.23 -0.15
C 1.72 -0.48 2.72 0.69
O 0.68 -0.39 2.09 -0.50
C 1.86 -1.54 3.78 0.35
Cl 0.57 -2.56 4.01 0.03
C 3.01 -1.62 4.51 -0.61
H 4.83 0.99 3.08 0.52
H 3.14 -2.37 5.28 0.51
C 0.71 2.13 -3.89 -1.06
N 0.55 1.96 -2.44 -0.05
C 0.15 2.92 -1.62 0.97
N -0.10 4.14 -2.08 -0.37
O 0.00 2.75 -0.34 -0.84
H 1.08 1.20 -4.31 0.35
H 1.44 2.91 -4.10 0.38
H -0.24 2.36 -4.36 0.38
H 0.69 1.04 -2.05 0.17
H -0.04 4.37 -3.06 0.19
H -0.39 4.85 -1.43 0.25
O -5.13 4.13 4.31 -0.52
C -5.67 2.88 3.95 -0.36
N -4.74 2.39 2.94 -0.21
C -4.86 1.16 2.42 0.19
O -5.70 0.35 2.73 -0.56
C -3.83 0.76 1.37 0.12
C -4.22 -0.15 0.40 -0.14
C -3.29 -0.60 -0.53 -0.86
C -1.99 -0.17 -0.43 -0.08
N -1.61 0.68 0.54 -0.35
C -2.51 1.15 1.42 0.06
H -5.77 4.62 4.84 0.34
H -6.67 2.97 3.52 0.31
H -5.69 2.17 4.78 0.29
H -4.18 3.11 2.50 0.28
H -5.25 -0.50 0.39 0.54
H -3.57 -1.29 -1.32 0.47
H -1.22 -0.52 -1.11 0.44
H -2.15 1.84 2.18 0.47
```

Calculated values
- lowest unoccupied orbital energy (hartree) = -0.50157
- highest occupied orbital energy (eV) = -16.3
- total charge = +3
- energy relative to the best compared isomer or geometry (same formula, charge and spin) (eV) = 0.072
- multiplicity = 1

Below is C15H16ClHgNO4S as an isolated structure, with properties calculated with ωB97M-V with the def2-TZVPD basis set.

```
39
Properties=species:S:1:pos:R:3:mulliken_charge:R:1
N -2.78 -2.80 1.37 -0.33
C -2.61 -1.58 2.14 -0.81
C -2.53 -0.37 1.25 0.60
C -3.55 0.58 1.31 -0.93
C -3.57 1.73 0.56 -0.86
C -2.52 1.99 -0.33 -0.82
C -1.49 1.05 -0.39 0.21
C -1.48 -0.11 0.35 0.88
C -0.33 -1.08 0.20 0.70
O -0.34 -2.22 0.61 -0.55
C 0.93 -0.59 -0.51 0.36
C 2.16 -1.49 -0.38 -1.44
S 1.88 -2.86 -1.57 1.03
O 3.10 -3.50 -1.91 -0.60
O 1.16 -2.24 -2.64 -0.55
C 0.93 0.56 -1.22 0.35
C 2.15 1.15 -1.94 -1.28
C 2.73 2.29 -1.03 -0.72
C 2.62 1.99 0.46 -0.10
Cl 3.66 3.03 1.51 -0.04
C -0.35 1.36 -1.35 0.57
O -0.49 2.21 -2.20 -0.52
H -3.71 -2.88 0.98 0.28
H -2.57 -3.60 1.96 0.28
H -3.47 -1.51 2.85 0.50
H -1.72 -1.71 2.77 0.32
H -4.36 0.39 2.02 0.42
H -4.36 2.46 0.61 0.44
H -2.46 2.87 -0.97 0.58
H 3.10 -0.97 -0.60 0.51
H 2.15 -1.94 0.62 0.50
H 1.03 -3.73 -0.95 0.21
H 1.78 1.64 -2.85 0.37
H 2.88 0.39 -2.24 0.45
H 3.81 2.37 -1.25 0.49
H 2.22 3.24 -1.23 0.42
H 2.93 0.92 0.67 0.06
H 1.58 2.15 0.82 0.28
Hg 1.89 0.84 2.48 0.75
```

Calculated values
- lowest unoccupied orbital energy (hartree) = -0.47052
- highest occupied orbital energy (eV) = -15.7
- total charge = +2
- multiplicity = 1

Below is one molecule with the formula C15H16F4N2O2, with properties calculated with ωB97M-V with the def2-TZVPD basis set.

```
39
Properties=species:S:1:pos:R:3:mulliken_charge:R:1
O -2.76 3.21 -5.30 -0.63
F 2.74 0.21 0.47 -0.33
F 0.25 -3.29 2.58 -0.33
F 4.28 0.48 2.70 -0.32
F 1.95 -3.24 4.69 -0.32
O 3.61 -0.08 5.79 -0.52
C -2.79 2.42 -4.37 0.21
C -1.53 2.15 -3.66 -0.44
C -1.50 1.37 -2.52 0.69
C 2.47 -0.60 1.54 0.36
C 1.23 -2.36 2.63 0.58
C 3.31 -0.48 2.67 0.29
C 2.10 -2.32 3.68 0.17
C 1.37 -1.49 1.56 -0.23
C 3.11 -1.32 3.75 0.38
N -0.32 1.23 -1.80 -0.17
N 0.32 -1.56 0.63 -0.16
C 3.95 -1.20 4.99 -0.84
C -4.12 1.84 -3.93 -0.62
C -2.79 0.64 -2.08 -0.54
C -0.22 0.59 -0.49 -0.71
C 0.28 -0.84 -0.65 -0.85
C -3.86 0.50 -3.20 -1.00
H 3.76 0.76 5.32 0.35
H -0.61 2.64 -4.00 0.31
H 0.52 1.70 -2.17 0.20
H -0.44 -2.23 0.89 0.29
H 3.90 -2.15 5.57 0.34
H 5.01 -1.07 4.70 0.31
H -4.71 1.65 -4.82 0.32
H -4.59 2.53 -3.29 0.32
H -2.58 -0.38 -1.71 0.32
H -3.19 1.19 -1.22 0.35
H -1.20 0.56 0.03 0.25
H 0.42 1.18 0.12 0.48
H 1.28 -0.78 -1.06 0.30
H -0.30 -1.39 -1.40 0.50
H -4.80 0.20 -2.75 0.34
H -3.54 -0.26 -3.92 0.36
```

Calculated values
- SMILES = O=C1C=C(NCCNc2c(F)c(F)c(CO)c(F)c2F)CCC1
- lowest unoccupied orbital energy (hartree) = 0.00822
- highest occupied orbital energy (eV) = -8.2
- energy relative to the best compared isomer or geometry (same formula, charge and spin) (eV) = 0.000
- multiplicity = 1

Below is C15H16MnN2O6P2S as an isolated structure, with properties calculated with ωB97M-V with the def2-TZVPD basis set.

```
43
Properties=species:S:1:pos:R:3:mulliken_spin:R:1
Mn 0.14 0.12 -0.20 4.22
S 1.43 -3.37 -2.61 0.01
C 1.12 -4.00 -1.02 0.00
C 1.22 -5.31 -0.56 0.00
C 0.91 -5.55 0.76 0.00
C 0.52 -4.51 1.62 0.00
C 0.42 -3.21 1.17 0.00
C 0.72 -2.97 -0.17 0.02
N 0.69 -1.73 -0.81 0.00
C 1.04 -1.80 -2.07 -0.04
C 1.01 -0.56 -2.84 -0.02
C 1.38 -0.40 -4.16 -0.02
C 1.27 0.85 -4.75 0.04
C 0.78 1.93 -4.03 -0.03
C 0.40 1.78 -2.69 0.08
C 0.53 0.54 -2.11 -0.37
H 1.53 -6.11 -1.22 0.00
H 0.98 -6.56 1.14 0.00
H 0.29 -4.74 2.65 0.00
H 0.13 -2.40 1.83 0.01
H 1.76 -1.24 -4.73 0.00
H 1.56 0.99 -5.78 0.00
H 0.68 2.90 -4.50 0.00
H 0.00 2.62 -2.14 0.00
N -1.56 3.32 2.43 0.00
C -1.20 1.84 2.55 0.00
C -1.39 1.43 4.01 0.00
P -2.45 1.00 1.42 0.01
O -2.85 -0.34 2.18 0.00
O -3.55 2.00 1.37 0.00
O -1.75 0.56 0.15 0.05
P 0.55 1.61 2.09 -0.01
O 0.53 2.25 0.54 0.01
O 1.47 2.34 2.95 0.00
O 0.66 0.12 1.73 0.04
H -2.57 3.30 2.12 0.00
H -1.01 3.79 1.72 0.00
H -1.44 3.80 3.32 0.00
H -2.42 1.57 4.33 0.00
H -0.73 2.01 4.66 0.00
H -1.14 0.38 4.13 0.00
H -3.70 -0.29 2.62 0.00
H 1.33 2.79 0.40 0.00
```

Calculated values
- lowest unoccupied orbital energy (spin up / spin down) (hartree) = -0.16256 / -0.13449
- highest occupied orbital energy (spin up / spin down) (eV) = -11.7 / -11.8
- total charge = +1
- multiplicity = 5

Repeat the third record exactly.
Below is C15H16Cl3N4O4Pt as an isolated structure, with properties calculated with ωB97M-V with the def2-TZVPD basis set.

```
43
Properties=species:S:1:pos:R:3:mulliken_charge:R:1
Pt 0.31 1.16 0.77 0.84
Cl 5.45 -0.79 5.12 0.08
C 4.06 -0.71 4.25 0.70
C 3.98 0.34 3.22 -0.65
C 2.86 0.43 2.50 0.40
Cl 2.65 1.58 1.23 -0.15
C 1.72 -0.48 2.72 0.69
O 0.68 -0.39 2.09 -0.50
C 1.86 -1.54 3.78 0.35
Cl 0.57 -2.56 4.01 0.03
C 3.01 -1.62 4.51 -0.61
H 4.83 0.99 3.08 0.52
H 3.14 -2.37 5.28 0.51
C 0.71 2.13 -3.89 -1.06
N 0.55 1.96 -2.44 -0.05
C 0.15 2.92 -1.62 0.97
N -0.10 4.14 -2.08 -0.37
O 0.00 2.75 -0.34 -0.84
H 1.08 1.20 -4.31 0.35
H 1.44 2.91 -4.10 0.38
H -0.24 2.36 -4.36 0.38
H 0.69 1.04 -2.05 0.17
H -0.04 4.37 -3.06 0.19
H -0.39 4.85 -1.43 0.25
O -5.13 4.13 4.31 -0.52
C -5.67 2.88 3.95 -0.36
N -4.74 2.39 2.94 -0.21
C -4.86 1.16 2.42 0.19
O -5.70 0.35 2.73 -0.56
C -3.83 0.76 1.37 0.12
C -4.22 -0.15 0.40 -0.14
C -3.29 -0.60 -0.53 -0.86
C -1.99 -0.17 -0.43 -0.08
N -1.61 0.68 0.54 -0.35
C -2.51 1.15 1.42 0.06
H -5.77 4.62 4.84 0.34
H -6.67 2.97 3.52 0.31
H -5.69 2.17 4.78 0.29
H -4.18 3.11 2.50 0.28
H -5.25 -0.50 0.39 0.54
H -3.57 -1.29 -1.32 0.47
H -1.22 -0.52 -1.11 0.44
H -2.15 1.84 2.18 0.47
```

Calculated values
- lowest unoccupied orbital energy (hartree) = -0.50157
- highest occupied orbital energy (eV) = -16.3
- total charge = +3
- energy relative to the best compared isomer or geometry (same formula, charge and spin) (eV) = 0.072
- multiplicity = 1

> Which value of multiplicity does entry 3 give?

1